# C41H28Cl2N5O3Ti

A structure of composition C41H28Cl2N5O3Ti in a non-equilibrium geometry (wB97M-V/def2-TZVPD, the Open Molecules 2025 dataset).

Properties
E_LUMO (spin up / spin down)   -0.9 / -0.9 eV
Energy   -104728.781 eV
<S²>   0.757
HOMO (spin up / spin down)   -7.04 / -7.30 eV
HOMO-LUMO gap (spin up / spin down)   6.1 / 6.4 eV

ORCA input file:
```
! wB97M-V def2-TZVPD RIJCOSX def2/J DEFGRID3
* xyz 0 2
Ti -0.869 -0.600 0.031
Cl -4.866 0.489 5.494
C -4.323 -0.095 3.955
C -2.960 -0.056 3.672
C -2.515 -0.513 2.449
N -1.172 -0.611 2.023
C -0.337 -1.331 2.823
O -0.207 -1.259 4.032
C 0.399 -2.437 2.071
C 1.250 -3.294 2.747
C 1.811 -4.356 2.054
C 1.498 -4.526 0.714
C 0.637 -3.619 0.114
N 0.101 -2.599 0.775
C -3.416 -1.013 1.491
C -4.769 -1.057 1.784
C -5.215 -0.591 3.018
Cl -6.916 -0.648 3.350
N -2.798 -1.347 0.272
C -3.384 -2.179 -0.605
O -4.421 -2.821 -0.492
C -2.618 -2.239 -1.907
C -3.213 -2.821 -3.015
C -2.560 -2.760 -4.233
C -1.334 -2.116 -4.297
C -0.799 -1.580 -3.140
N -1.415 -1.651 -1.957
H -2.262 0.314 4.408
H 1.434 -3.117 3.797
H 2.475 -5.048 2.554
H 1.902 -5.348 0.140
H 0.361 -3.710 -0.930
H -5.477 -1.460 1.078
H -4.179 -3.285 -2.885
H -3.006 -3.190 -5.120
H -0.794 -2.014 -5.228
H 0.140 -1.046 -3.150
C -3.500 2.812 -1.078
C -2.722 3.677 -1.833
C -1.390 3.366 -2.036
C -0.842 2.194 -1.505
C -1.605 1.280 -0.746
C -2.947 1.648 -0.558
C 0.598 1.944 -1.747
C 1.526 3.030 -1.675
C 2.854 2.792 -1.805
C 3.307 1.465 -2.013
C 4.675 1.122 -2.108
C 5.054 -0.179 -2.286
C 4.077 -1.193 -2.375
C 2.747 -0.886 -2.284
C 2.327 0.454 -2.103
N 0.991 0.712 -1.980
H -4.544 3.038 -0.895
H -3.146 4.577 -2.260
H -0.776 4.027 -2.639
H -3.599 1.010 0.023
H 1.156 4.024 -1.468
H 3.577 3.595 -1.722
H 5.416 1.910 -2.039
H 6.103 -0.437 -2.361
H 4.386 -2.221 -2.510
H 1.992 -1.661 -2.328
C 3.058 -0.569 1.163
C 1.897 0.362 1.044
O 0.868 -0.047 0.511
C 1.955 1.739 1.526
C 3.176 2.313 1.892
C 3.231 3.634 2.294
C 2.066 4.390 2.351
C 0.846 3.820 2.011
C 0.787 2.501 1.600
H 2.789 -1.542 0.760
H 3.367 -0.674 2.204
H 3.911 -0.182 0.599
H 4.088 1.731 1.845
H 4.181 4.075 2.567
H 2.110 5.423 2.670
H -0.064 4.402 2.066
H -0.165 2.056 1.340
*
```